Entry from the OMol25 dataset: a molecular structure, C7H19BCuOSi at a distorted geometry (ωB97M-V/def2-TZVPD).

CARTESIAN COORDINATES (ANGSTROEM)
C -4.226 1.529 -0.526
C -3.180 0.721 -1.373
O -2.365 -0.018 -0.542
C -0.944 0.220 -0.689
B -0.051 -0.811 0.169
C -0.720 -2.181 0.495
Si 1.802 -0.285 0.724
C 1.809 0.981 2.123
C 2.842 -1.767 1.260
C 2.734 0.493 -0.808
H -4.292 2.503 -0.997
H -3.850 1.621 0.483
H -5.192 1.047 -0.510
H -2.594 1.414 -1.964
H -3.726 0.064 -2.064
H -0.717 0.019 -1.743
H -0.726 1.275 -0.512
H -1.427 -2.484 -0.276
H 0.053 -2.944 0.492
H -1.242 -2.189 1.450
H 1.986 0.474 3.062
H 0.932 1.614 2.176
H 2.676 1.620 1.969
H 2.287 -2.696 1.208
H 3.739 -1.810 0.649
H 3.186 -1.634 2.279
H 2.936 -0.345 -1.483
H 3.633 1.015 -0.505
H 2.052 1.176 -1.340
Cu 2.585 1.380 -3.205

Its net charge is +2. The LUMO energy (spin up / spin down) comes out at -0.3308 / -0.4214 hartree. Its multiplicity is 2. The expectation value of S² is 0.7544. The calculation puts the calculated total energy at -62787.4030 eV. The gap between HOMO and LUMO (spin up / spin down) comes out at 7.5 / 5.0 eV. The value obtained for the energy above the lowest of the compared OMol25 structures with the same formula, charge and spin is 64.4 kJ/mol.